# 1
Density functional theory data (ωB97M-V with the def2-TZVPD basis set) for C29H50N2O2OsP2S3 as an isolated structure.

Values from the calculation:
Largest force on an atom = 1.038 eV Å⁻¹
2S+1 = 2
Frontier orbital gap (spin up / spin down) = 5.2 / 5.2 eV
Total charge = -1

Positions of all 89 atoms, in Å:
Os 0.19726 0.11565 1.11845
C 3.86235 4.92342 1.73131
C 4.30584 4.34017 0.40773
O 3.98724 2.94248 0.35088
P 2.68576 2.40469 -0.41281
S 2.43573 0.57065 0.39329
S 1.22857 3.67901 -0.52434
O 3.35182 2.14372 -1.87207
C 2.54978 1.50709 -2.86458
C 3.25002 1.64700 -4.19728
H 4.12894 5.98172 1.78192
H 4.34164 4.40013 2.55970
H 2.78227 4.82978 1.84047
H 5.38972 4.39503 0.29198
H 3.83790 4.86387 -0.42745
H 1.56120 1.97687 -2.88974
H 2.42114 0.45610 -2.58795
H 3.42762 2.69895 -4.42244
H 2.63280 1.22046 -4.99063
H 4.20981 1.12899 -4.18816
N -1.82989 0.41153 1.46021
S -2.40688 1.76732 2.17734
C -2.38543 2.88678 0.75015
C -2.07022 2.50860 -0.54332
C -2.20207 3.42792 -1.57607
C -2.64600 4.71511 -1.31925
C -2.93953 5.09602 -0.01509
C -2.81191 4.18153 1.01698
C -1.29658 2.30817 3.30384
C 0.18358 2.13616 2.99921
C 1.00696 2.88728 4.02432
C 0.48719 3.37929 5.15789
C -0.92723 3.34129 5.46932
C -1.76729 2.83168 4.52646
H -2.30268 -0.38275 1.87845
H -1.69562 1.51266 -0.73023
H -1.93650 3.13637 -2.58484
H -2.74771 5.42779 -2.12850
H -3.26737 6.10628 0.19705
H -3.01426 4.47239 2.04223
H 0.41913 2.56584 2.00489
H 2.07318 2.94913 3.83526
H 1.16128 3.84741 5.86992
H -1.30165 3.75011 6.39743
H -2.84275 2.84947 4.68835
C 0.80118 -4.54420 -2.45592
C 1.03241 -3.58951 -1.28135
C 2.03369 -2.50175 -1.70055
C 1.71176 -4.36489 -0.14166
P -0.50973 -2.74153 -0.56358
N -0.05793 -1.58695 0.34007
C -1.58801 -2.16678 -2.01501
C -2.64492 -1.17163 -1.50001
C -0.66540 -1.35928 -2.94316
C -2.29678 -3.25171 -2.82860
C -1.45401 -4.02459 0.46772
C -1.61395 -5.41488 -0.15222
C -2.85333 -3.45764 0.75264
C -0.75142 -4.14889 1.83333
H 1.73653 -5.07540 -2.66070
H 0.52621 -4.01454 -3.36758
H 0.03747 -5.29526 -2.25333
H 3.02845 -2.95082 -1.77173
H 2.07698 -1.69622 -0.97002
H 1.80104 -2.06658 -2.67100
H 2.70840 -4.66270 -0.47790
H 1.17585 -5.27189 0.13313
H 1.82802 -3.73896 0.74391
H -2.26722 -0.54231 -0.69259
H -3.54730 -1.66760 -1.15007
H -2.93583 -0.51365 -2.32383
H -0.06318 -0.64233 -2.37964
H -1.28556 -0.79924 -3.64815
H 0.00170 -1.99471 -3.52426
H -3.03748 -3.78428 -2.23260
H -1.62000 -3.98222 -3.26793
H -2.83600 -2.76541 -3.64823
H -2.12687 -5.39406 -1.11287
H -2.21259 -6.03233 0.52580
H -0.65982 -5.92055 -0.29100
H -3.51392 -3.54348 -0.10856
H -2.80885 -2.41125 1.05447
H -3.30277 -4.02743 1.57001
H 0.06894 -4.86298 1.81807
H -1.47881 -4.49784 2.57105
H -0.36574 -3.18341 2.16356
C 0.61336 0.62563 3.04395
H 1.69141 0.57296 3.25071
H 0.09691 0.12395 3.86535

# 2
Density functional theory data (ωB97M-V with the def2-TZVPD basis set) for C23H20N3ORuS2Se as an isolated structure.

Values from the calculation:
Largest force on an atom = 1.069 eV Å⁻¹
2S+1 = 2
Frontier orbital gap (spin up / spin down) = 6.0 / 5.9 eV

Positions of all 51 atoms, in Å:
Ru 1.63504 -0.12578 -1.62764
C -3.32149 1.21870 3.10141
C -2.72318 -0.05050 2.48179
C -3.21106 -0.15568 1.03584
C -3.21897 -1.28165 3.25052
C -1.19802 0.01929 2.56541
C -0.55612 0.12713 3.81997
C 0.81287 0.18877 3.93913
C 1.57627 0.15174 2.76633
S 3.29678 0.20550 2.55415
C 3.08954 0.10288 0.85745
N 1.85784 0.02617 0.45646
C 0.95697 0.05660 1.53094
C -0.42647 -0.02123 1.42531
C 4.16019 0.13648 -0.16013
C 5.50686 0.16805 0.15582
C 6.43179 0.19386 -0.87819
C 5.99022 0.18011 -2.19627
C 4.63628 0.15236 -2.49562
C 3.67579 0.13301 -1.47994
H -4.41102 1.19535 3.01890
H -2.95670 2.11060 2.58683
H -3.06851 1.31249 4.15933
H -4.30181 -0.19765 1.02672
H -2.83851 -1.06077 0.54770
H -2.90314 0.70857 0.44054
H -4.30609 -1.35898 3.16900
H -2.96629 -1.22682 4.31132
H -2.77796 -2.19571 2.84616
H -1.15511 0.15895 4.72276
H 1.28165 0.26584 4.91124
H -0.85790 -0.11405 0.44554
H 5.84785 0.17307 1.18586
H 7.49103 0.22360 -0.65804
H 6.71716 0.20021 -2.99917
H 4.31501 0.14500 -3.52918
O -0.15646 -1.18263 -1.57115
N -1.21833 -0.62199 -2.17901
C -2.19809 -1.43800 -2.60510
C -3.32761 -0.91340 -3.17345
C -3.42627 0.47455 -3.30344
C -2.39880 1.27465 -2.87660
C -1.25095 0.70727 -2.30075
S 0.10619 1.61140 -1.71464
H -2.00022 -2.48838 -2.45641
H -4.10399 -1.58025 -3.51772
H -4.30333 0.91775 -3.75787
H -2.42990 2.34964 -2.98523
Se 1.42061 -0.35502 -6.51351
C 1.56059 -0.28029 -4.74961
N 1.64578 -0.24079 -3.58376

# 3
Density functional theory data (ωB97M-V with the def2-TZVPD basis set) for a 2-piece molecular cluster, H3IN2 overall.

Values from the calculation:
Largest force on an atom = 4.147 eV Å⁻¹
Frontier orbital gap = 8.6 eV

Positions of all 6 atoms, in Å:
N 0.80078 0.66671 -0.44927
N -0.55834 -0.81726 -0.25877
I -2.35081 -0.00131 0.03532
H 0.68033 1.15852 0.42851
H 1.62571 0.07481 -0.41970
H -0.19766 -1.08148 0.66391